Here is 2 unconnected molecules or ions with the total composition CH2ClO2P from OMol25. Energies are from ωB97M-V/def2-TZVPD.

Summary:
- HOMO level (alpha / beta) (Eh) = -0.211 / -0.443
- frontier orbital gap (alpha / beta) (eV) = 5.0392 / 10.2287
- spin multiplicity = 3
- <S²> = 2.01

```
7
Properties=species:S:1:pos:R:3:forces:R:3:mulliken_spin:R:1
C -2.5846 -0.1227 1.2507 -6.87 2.62 2.46 0.787
O -2.1505 -0.5706 0.1406 3.39 -2.34 -5.21 0.128
O -1.6497 -0.2669 2.1554 4.01 -0.72 1.87 0.112
P -0.6245 -0.9608 0.8872 -2.41 1.06 0.76 0.949
Cl 2.5083 -0.6360 -1.5582 0.83 0.48 -1.53 0.006
H -3.5226 0.5188 1.3126 1.83 -0.63 0.13 0.017
H 1.9355 -0.9722 -0.5222 -0.79 -0.46 1.51 0.001
```
Positions in Å, forces in eV/Å.